Record 1
# C4H9NO

An isolated molecule of C4H9NO (the ωB97M-V functional and the def2-TZVPD basis, the OMol25 dataset).

```
15
Properties=species:S:1:pos:R:3
C -1.5212 1.3161 -0.7269
C -0.5354 -1.3698 -1.1399
C -0.0455 -0.5045 -0.2358
O -0.6541 0.6407 0.1712
N 1.1822 -0.6828 0.3968
C 1.6182 0.1371 1.5138
H -1.0130 2.2118 -1.1039
H -1.8098 0.6908 -1.5736
H -2.4166 1.6136 -0.1739
H -1.5265 -1.2721 -1.5633
H 0.0676 -2.2112 -1.4600
H 1.4111 -1.6616 0.4967
H 2.7100 0.0684 1.5997
H 1.3585 1.1779 1.3183
H 1.1746 -0.1544 2.4806
```

structure (SMILES) = C=C(NC)OC
orbital gap = 8.74 eV
LUMO level = 0.0383 hartree
ΔE to the lowest compared entry with this formula, charge and spin = 197.9 kJ/mol
energy = -287.75709 Ha
HOMO = -7.701 eV
total charge = 0

***

Record 2
# H26O13

A cluster of 13 separate species, H26O13 in total in a non-equilibrium geometry (the ωB97M-V functional and the def2-TZVPD basis, the OMol25 dataset).

```
39
Properties=species:S:1:pos:R:3
O 0.3134 0.1611 3.7548
H 0.8220 0.1961 3.0095
H 0.8216 -0.4590 4.2662
O -1.6313 1.5206 1.6449
H -2.0304 2.2258 1.1571
H -1.9789 1.6865 2.5119
O -1.0546 -1.2445 -1.9133
H -0.6444 -1.9489 -1.3374
H -1.8380 -0.8944 -1.4210
O 0.8622 2.7757 1.8792
H 0.3419 2.0170 1.6137
H 0.2668 3.1353 2.5521
O 1.9000 1.4962 -1.1226
H 1.2202 0.9478 -0.7672
H 1.6650 1.3384 -2.0043
O 0.5848 -3.0756 -0.8742
H 1.3078 -2.4945 -0.9896
H 0.9269 -3.9186 -1.2156
O 0.0517 -0.0969 0.2500
H -0.6523 0.4883 0.5077
H -0.3381 -0.4870 -0.5142
O 0.7624 0.6392 -3.4007
H 0.7238 1.0486 -4.2825
H -0.0850 0.9872 -3.0507
O -1.7181 -1.8975 2.5140
H -1.8651 -2.7997 2.2997
H -1.0115 -1.5844 1.9851
O 2.7246 -1.4006 -1.1653
H 3.5843 -1.3383 -0.8409
H 2.4372 -0.5010 -1.4397
O -1.2709 1.8519 -2.1092
H -1.2180 2.4460 -1.3761
H -2.0004 2.2130 -2.6122
O 2.4091 -1.2112 2.5428
H 2.5190 -0.6296 1.8329
H 1.8537 -1.9327 2.2497
O -3.0321 0.0991 -0.9853
H -2.3910 0.7804 -1.2419
H -3.3380 -0.1397 -1.9076
```

orbital gap = 10.01 eV
LUMO level = -0.0195 hartree
ΔE to the lowest compared entry with this formula, charge and spin = 257.4 kJ/mol
energy = -993.67519 Ha
HOMO = -10.540 eV
total charge = 0

***

Record 3
# CHCaF4NO5S2

A structure of composition CHCaF4NO5S2 in a non-equilibrium geometry (the ωB97M-V functional and the def2-TZVPD basis, the OMol25 dataset).

```
15
Properties=species:S:1:pos:R:3
N 0.9034 -0.1975 -1.1879
S 1.8544 1.0402 -0.3832
O 3.2327 0.5199 -0.5316
O 1.5757 2.2927 -1.1285
S -0.4905 -0.6819 -0.8739
O -0.3803 -2.2770 -0.1712
O -1.3037 -1.1822 -1.9810
C -1.6315 0.7180 -0.2719
F -1.0110 1.4861 0.6312
F -1.9607 1.4808 -1.2863
F -2.7072 0.1674 0.2409
F 0.9537 -2.4892 0.2209
Ca 1.0085 1.0702 2.1262
O -0.1686 -0.5195 2.2486
H 0.1251 -1.4279 2.3477
```

orbital gap = 7.25 eV
LUMO level = -0.0694 hartree
ΔE to the lowest compared entry with this formula, charge and spin = 64.7 kJ/mol
energy = -2342.89503 Ha
HOMO = -9.142 eV
total charge = 0

***

Record 4
# CH6N2O

A cluster of 2 separate species, CH6N2O in total in a non-equilibrium geometry (the ωB97M-V functional and the def2-TZVPD basis, the OMol25 dataset).

```
10
Properties=species:S:1:pos:R:3
N -1.1996 0.5097 -2.0595
H -1.7514 -0.0255 -2.7527
H -0.7461 -0.1190 -1.4001
H -0.3919 1.0282 -2.5236
C 0.9271 -0.7611 1.1223
N 0.4209 0.3707 1.6752
O 0.9443 -1.1691 -0.0206
H 1.3985 -1.2666 1.9649
H 0.6399 0.4161 2.6701
H -0.2418 1.0166 1.3240
```

structure (SMILES) = NC=O.N
orbital gap = 10.47 eV
LUMO level = 0.0305 hartree
ΔE to the lowest compared entry with this formula, charge and spin = 39.4 kJ/mol
energy = -226.45252 Ha
HOMO = -9.636 eV
total charge = 0

***

Copy entry 4 word for word.
# CH6N2O

A cluster of 2 separate species, CH6N2O in total in a non-equilibrium geometry (the ωB97M-V functional and the def2-TZVPD basis, the OMol25 dataset).

```
10
Properties=species:S:1:pos:R:3
N -1.1996 0.5097 -2.0595
H -1.7514 -0.0255 -2.7527
H -0.7461 -0.1190 -1.4001
H -0.3919 1.0282 -2.5236
C 0.9271 -0.7611 1.1223
N 0.4209 0.3707 1.6752
O 0.9443 -1.1691 -0.0206
H 1.3985 -1.2666 1.9649
H 0.6399 0.4161 2.6701
H -0.2418 1.0166 1.3240
```

structure (SMILES) = NC=O.N
orbital gap = 10.47 eV
LUMO level = 0.0305 hartree
ΔE to the lowest compared entry with this formula, charge and spin = 39.4 kJ/mol
energy = -226.45252 Ha
HOMO = -9.636 eV
total charge = 0

***

Please write out number 1 again, unchanged.
# C4H9NO

An isolated molecule of C4H9NO (the ωB97M-V functional and the def2-TZVPD basis, the OMol25 dataset).

```
15
Properties=species:S:1:pos:R:3
C -1.5212 1.3161 -0.7269
C -0.5354 -1.3698 -1.1399
C -0.0455 -0.5045 -0.2358
O -0.6541 0.6407 0.1712
N 1.1822 -0.6828 0.3968
C 1.6182 0.1371 1.5138
H -1.0130 2.2118 -1.1039
H -1.8098 0.6908 -1.5736
H -2.4166 1.6136 -0.1739
H -1.5265 -1.2721 -1.5633
H 0.0676 -2.2112 -1.4600
H 1.4111 -1.6616 0.4967
H 2.7100 0.0684 1.5997
H 1.3585 1.1779 1.3183
H 1.1746 -0.1544 2.4806
```

structure (SMILES) = C=C(NC)OC
orbital gap = 8.74 eV
LUMO level = 0.0383 hartree
ΔE to the lowest compared entry with this formula, charge and spin = 197.9 kJ/mol
energy = -287.75709 Ha
HOMO = -7.701 eV
total charge = 0